Run i
Below is the molecule C3H3N3O3, with properties calculated with ωB97M-V/def2-TZVPD.

## Properties
- M: 129.07 g mol⁻¹
- SMILES: O=[N+]([O-])C1(O)N=CC=N1
- Frontier orbital gap: 10.165 eV
- Total charge: 0
- Highest occupied orbital energy: -10.9 eV

Each line ends with the Mulliken charge.
Cartesian coordinates (Å):
C  -1.42346  0.34584  0.78799  -0.04
C  -1.42406  0.45493  -0.71147  -0.11
C  0.31595  -0.71725  -0.05363  0.82
N  -0.42905  -0.38820  1.10578  -0.60
N  -0.51656  -0.26563  -1.20758  -0.63
N  1.41570  0.48458  -0.11595  0.97
O  0.97488  1.57453  -0.03530  -0.55
O  2.55062  0.12940  -0.15278  -0.67
O  0.94888  -1.89502  0.08734  -0.49
H  -2.21585  0.86612  1.29874  0.37
H  -2.03620  0.98520  -1.29478  0.52
H  1.83916  -1.57450  0.29165  0.39

Run ii
Below is the molecule C3H3N3O3, with properties calculated with ωB97M-V/def2-TZVPD.

## Properties
- M: 129.07 g mol⁻¹
- SMILES: O=[N+]([O-])[C@]1(O)C=CN=N1
- Frontier orbital gap: 9.122 eV
- Total charge: 0
- Highest occupied orbital energy: -10.4 eV

Each line ends with the Mulliken charge.
Cartesian coordinates (Å):
C  -0.41369  0.34982  1.01239  -0.63
C  -0.42827  1.67175  0.61747  -0.49
C  0.35390  -0.35359  -0.08112  1.07
N  0.20515  1.79236  -0.57371  -0.28
N  0.62128  0.73914  -0.99518  -0.34
N  -0.65016  -1.36363  -0.69855  0.92
O  -0.32690  -2.48953  -0.44367  -0.53
O  -1.47212  -0.97201  -1.48134  -0.54
O  1.50998  -1.02499  0.18641  -0.46
H  -0.57265  -0.01822  2.03892  0.34
H  -0.87259  2.48714  0.98841  0.59
H  2.04609  -0.81824  -0.57003  0.35

Stability verdict: run i, ahead by 1.132 eV

Run i
Below is the molecule C2H6Cl2OSi, with properties calculated with ωB97M-V/def2-TZVPD.

## Properties
- M: 145.06 g mol⁻¹
- SMILES: CC[Si](O)(Cl)Cl
- Frontier orbital gap: 11.446 eV
- Total charge: 0
- Highest occupied orbital energy: -10.9 eV

Each line ends with the Mulliken charge.
Cartesian coordinates (Å):
C  0.14500  0.25909  1.22276  -1.18
C  -0.35449  -0.51139  0.00864  -0.35
O  -2.26382  0.70005  -1.83282  -0.42
Si  -2.10114  0.07719  -0.40015  0.64
Cl  -2.47873  1.70524  0.79175  -0.29
Cl  -3.43068  -1.45752  -0.13188  -0.26
H  1.06397  -0.17646  1.72302  0.28
H  0.27116  1.30932  1.11321  0.36
H  -0.72237  0.18791  1.92347  0.29
H  -0.33466  -1.53277  0.42568  0.25
H  0.24981  -0.47384  -0.92488  0.34
H  -2.51858  1.55219  -2.09860  0.33

Run ii
Below is C2H6Cl2OSi as an isolated structure, with properties calculated with ωB97M-V/def2-TZVPD.

## Properties
- M: 145.06 g mol⁻¹
- Frontier orbital gap: 10.287 eV
- Total charge: 0
- Highest occupied orbital energy: -10.4 eV

Each line ends with the Mulliken charge.
Cartesian coordinates (Å):
C  -1.26696  -1.32524  -1.44143  -0.53
C  -1.13416  -0.41340  -0.50205  0.57
O  1.35322  0.26989  0.61935  -0.45
Si  1.28103  1.72986  0.37619  0.43
Cl  -1.12387  1.28877  -0.94870  -0.21
Cl  0.47732  -1.64197  2.77522  -0.35
H  -1.11406  -2.33722  -1.11244  0.26
H  -1.51907  -1.13926  -2.55600  0.20
H  0.87810  -0.91088  1.73122  0.37
H  -0.49250  -0.54694  0.37813  -0.15
H  1.94074  2.37477  -0.71500  -0.09
H  0.72020  2.65162  1.39552  -0.05

Stability verdict: run i, ahead by 5.459 eV